{"formula": "C7H6", "method": "ωB97M-V/def2-TZVPD", "relative_energy_ev": 6.605, "e_lumo_ha": [-0.009, -0.003], "energy_ev": -7346.894, "homo_energy_ha": [-0.2716, -0.3047], "symbols": ["C", "C", "C", "C", "C", "C", "C", "H", "H", "H", "H", "H", "H"], "positions_angstrom": [[0.92, -1.13, 1.26], [2.17, -1.14, 0.92], [-0.27, -0.41, 1.65], [-0.63, 0.52, -0.90], [1.65, -0.65, -0.29], [0.82, 0.62, -0.47], [-0.25, 0.54, 0.53], [-1.30, -0.76, 1.74], [-0.23, 0.22, 2.63], [-1.19, 1.29, -1.26], [-0.87, -0.50, -1.43], [1.53, -1.25, -1.11], [1.49, 1.38, -0.80]]}